1.
{"formula": "C40H46CoFN7O5", "method": "ωB97M-V/def2-TZVPD", "species": ["Co", "C", "C", "C", "C", "C", "N", "C", "C", "C", "N", "C", "C", "C", "C", "C", "C", "C", "C", "N", "C", "C", "C", "N", "C", "C", "C", "C", "O", "C", "O", "H", "H", "H", "H", "H", "H", "H", "H", "H", "H", "H", "H", "H", "H", "H", "H", "H", "H", "H", "H", "H", "H", "H", "H", "H", "H", "H", "H", "C", "C", "N", "C", "C", "C", "O", "O", "C", "O", "C", "C", "C", "F", "C", "C", "C", "N", "C", "C", "N", "C", "C", "H", "H", "H", "H", "H", "H", "H", "H", "H", "H", "H", "H", "H", "H", "H", "H", "H", "H"], "positions_angstrom": [[-0.071, -0.216, -0.157], [3.182, -4.401, 4.292], [2.407, -3.278, 3.661], [1.495, -2.524, 4.365], [0.768, -1.469, 3.772], [0.158, -0.511, 4.620], [-0.266, 0.637, 4.178], [-0.684, 1.801, 4.950], [-2.183, 2.087, 4.844], [-2.807, 1.772, 3.485], [-2.046, 2.216, 2.311], [-2.342, 3.248, 1.574], [-1.865, 3.456, 0.257], [-2.426, 4.508, -0.502], [-2.272, 4.594, -1.865], [-2.806, 5.748, -2.667], [-1.615, 3.523, -2.488], [-1.046, 2.467, -1.792], [-0.485, 1.359, -2.532], [-0.065, 0.255, -2.047], [0.540, -0.722, -2.960], [2.048, -0.878, -2.672], [2.526, -0.034, -1.495], [1.838, -0.453, -0.268], [2.426, -1.324, 0.463], [1.947, -1.870, 1.708], [2.669, -2.868, 2.349], [0.875, -1.232, 2.370], [0.092, -0.388, 1.773], [-1.036, 2.477, -0.372], [-0.359, 1.648, 0.334], [2.729, -4.711, 5.232], [4.209, -4.098, 4.499], [3.218, -5.267, 3.633], [1.356, -2.710, 5.425], [0.138, -0.678, 5.693], [-0.163, 0.736, 3.166], [-0.115, 2.644, 4.557], [-0.389, 1.669, 5.989], [-2.341, 3.135, 5.104], [-2.732, 1.496, 5.579], [-3.805, 2.206, 3.433], [-2.919, 0.693, 3.368], [-1.380, 1.575, 1.865], [-3.088, 3.933, 1.969], [-3.016, 5.257, 0.016], [-3.553, 6.306, -2.105], [-3.260, 5.409, -3.597], [-2.004, 6.441, -2.927], [-1.557, 3.512, -3.573], [-0.421, 1.492, -3.612], [0.383, -0.388, -3.986], [0.019, -1.667, -2.827], [2.624, -0.592, -3.552], [2.276, -1.923, -2.465], [2.338, 1.027, -1.649], [3.601, -0.160, -1.366], [3.420, -1.649, 0.156], [3.484, -3.340, 1.809], [-6.341, -4.652, -0.920], [-5.426, -4.194, -2.043], [-4.551, -3.076, -1.632], [-3.298, -3.352, -1.259], [-2.391, -2.422, -0.823], [-1.019, -2.931, -0.485], [-0.859, -4.114, -0.283], [-0.060, -2.059, -0.367], [-2.787, -1.076, -0.689], [-2.055, -0.151, -0.221], [-4.146, -0.766, -1.100], [-4.619, 0.553, -1.060], [-5.881, 0.852, -1.475], [-6.263, 2.145, -1.461], [-6.780, -0.133, -1.946], [-6.313, -1.437, -1.966], [-5.008, -1.768, -1.571], [-8.085, 0.156, -2.367], [-8.629, -0.479, -3.559], [-10.036, -1.000, -3.254], [-10.667, -0.079, -2.234], [-10.218, 1.338, -2.447], [-8.730, 1.440, -2.089], [-6.948, -5.490, -1.261], [-7.007, -3.857, -0.585], [-5.757, -4.988, -0.064], [-5.978, -3.888, -2.931], [-4.768, -5.000, -2.356], [-2.987, -4.389, -1.309], [-3.964, 1.350, -0.730], [-6.985, -2.224, -2.267], [-8.005, -1.302, -3.890], [-8.660, 0.236, -4.388], [-10.031, -1.998, -2.821], [-10.670, -0.998, -4.139], [-10.379, -0.376, -1.300], [-11.684, -0.151, -2.271], [-10.820, 1.997, -1.828], [-10.418, 1.567, -3.492], [-8.623, 1.671, -1.031], [-8.307, 2.272, -2.658]], "lumo_energy_ev": -7.19, "energy_ev": -103219.7717, "fmax_ha_per_bohr": 0.016, "total_charge": 3, "relative_energy_kj_mol": 0.0, "homo_lumo_gap_ev": 7.299}

2.
{"formula": "C40H46N4O2SSeTi", "method": "ωB97M-V/def2-TZVPD", "species": ["Ti", "C", "C", "C", "C", "C", "C", "C", "Se", "C", "C", "C", "C", "C", "C", "O", "C", "C", "C", "C", "C", "C", "C", "C", "C", "O", "C", "C", "C", "C", "C", "C", "H", "H", "H", "H", "H", "H", "H", "H", "H", "H", "H", "H", "H", "H", "H", "H", "H", "H", "H", "H", "H", "H", "H", "H", "H", "H", "H", "H", "H", "H", "H", "H", "H", "H", "H", "H", "H", "H", "H", "H", "S", "N", "C", "C", "C", "C", "C", "N", "C", "C", "N", "C", "C", "C", "C", "C", "N", "H", "H", "H", "H", "H", "H"], "positions_angstrom": [[0.966, 2.160, -0.315], [-4.790, -2.491, -1.636], [-4.566, -2.219, -0.150], [-5.854, -1.625, 0.434], [-4.265, -3.553, 0.545], [-3.404, -1.251, 0.079], [-2.660, -0.691, -0.947], [-1.607, 0.164, -0.654], [-0.541, 0.834, -2.106], [0.778, -0.565, -2.173], [0.494, -1.747, -2.832], [1.396, -2.803, -2.770], [2.552, -2.599, -2.024], [2.875, -1.424, -1.344], [1.964, -0.369, -1.454], [2.141, 0.837, -0.867], [4.198, -1.422, -0.554], [4.176, -2.582, 0.454], [5.365, -1.617, -1.532], [4.476, -0.147, 0.245], [1.162, -4.150, -3.457], [2.285, -4.416, -4.467], [-0.172, -4.181, -4.200], [1.152, -5.266, -2.404], [-1.253, 0.513, 0.655], [-0.202, 1.324, 0.888], [-1.999, -0.035, 1.713], [-3.039, -0.896, 1.376], [-1.785, 0.226, 3.221], [-0.647, 1.188, 3.582], [-1.486, -1.112, 3.916], [-3.078, 0.816, 3.805], [-5.623, -3.187, -1.757], [-5.037, -1.579, -2.187], [-3.911, -2.942, -2.105], [-6.697, -2.303, 0.268], [-5.768, -1.459, 1.510], [-6.089, -0.665, -0.033], [-5.081, -4.262, 0.378], [-3.343, -3.994, 0.159], [-4.149, -3.427, 1.624], [-2.881, -0.918, -1.982], [-0.439, -1.841, -3.372], [3.261, -3.417, -1.958], [4.071, -3.556, -0.027], [5.110, -2.592, 1.022], [3.349, -2.466, 1.158], [5.290, -2.556, -2.084], [5.402, -0.803, -2.260], [6.311, -1.627, -0.983], [3.701, 0.041, 0.988], [5.426, -0.282, 0.771], [4.556, 0.734, -0.391], [2.329, -3.626, -5.220], [3.261, -4.467, -3.980], [2.118, -5.368, -4.979], [-0.222, -3.423, -4.986], [-0.301, -5.157, -4.672], [-1.019, -4.025, -3.525], [2.108, -5.338, -1.881], [0.375, -5.089, -1.655], [0.958, -6.233, -2.878], [-3.613, -1.323, 2.192], [0.323, 0.828, 3.249], [-0.793, 2.181, 3.161], [-0.629, 1.276, 4.673], [-0.575, -1.561, 3.513], [-1.339, -0.950, 4.988], [-2.296, -1.835, 3.798], [-3.319, 1.768, 3.325], [-3.935, 0.152, 3.682], [-2.951, 0.999, 4.876], [0.335, 8.889, 2.854], [1.497, 7.782, 2.984], [1.169, 6.798, 2.169], [1.944, 5.559, 1.970], [3.114, 5.304, 2.608], [3.796, 4.086, 2.357], [3.233, 3.204, 1.490], [2.062, 3.426, 0.844], [1.401, 4.619, 1.057], [0.208, 4.854, 0.318], [-0.186, 3.896, -0.606], [-1.318, 4.147, -1.309], [-2.085, 5.263, -1.166], [-1.682, 6.248, -0.235], [-0.548, 6.044, 0.488], [-0.033, 7.026, 1.459], [-0.600, 8.184, 1.748], [3.512, 6.037, 3.300], [4.732, 3.845, 2.838], [3.704, 2.254, 1.272], [-1.601, 3.390, -2.027], [-2.976, 5.377, -1.766], [-2.248, 7.160, -0.093]], "lumo_energy_ev": [-0.27, -0.50], "energy_ev": -151583.4244, "fmax_ha_per_bohr": 0.021, "multiplicity": 3, "relative_energy_kj_mol": 30.5, "homo_lumo_gap_ev": [5.462, 7.432]}

3.
{"formula": "C40H47AlN5OP", "method": "ωB97M-V/def2-TZVPD", "species": ["Al", "N", "P", "C", "C", "C", "C", "C", "C", "C", "C", "C", "C", "C", "C", "C", "C", "C", "C", "C", "N", "H", "H", "H", "H", "H", "H", "H", "H", "H", "H", "H", "H", "H", "H", "H", "C", "C", "C", "C", "C", "C", "C", "C", "N", "C", "C", "C", "C", "C", "C", "C", "C", "C", "C", "H", "H", "H", "H", "H", "H", "H", "H", "H", "H", "H", "H", "H", "H", "H", "H", "H", "H", "H", "H", "H", "H", "H", "H", "N", "C", "N", "C", "C", "O", "C", "C", "H", "H", "H", "H", "H", "H", "H", "H"], "positions_angstrom": [[-0.398, -0.316, -0.355], [-2.121, -1.809, 1.693], [-1.246, -0.359, 1.935], [-0.480, -0.552, 3.531], [-1.219, -0.330, 4.694], [-0.621, -0.550, 5.924], [0.702, -0.970, 5.992], [1.440, -1.177, 4.833], [0.852, -0.967, 3.597], [-2.470, 0.959, 2.057], [-3.839, 0.723, 2.037], [-4.722, 1.793, 2.137], [-4.236, 3.088, 2.253], [-2.865, 3.326, 2.264], [-1.981, 2.264, 2.163], [-2.282, -2.373, 0.447], [-2.942, -3.590, 0.268], [-3.094, -4.076, -1.006], [-2.595, -3.359, -2.103], [-1.939, -2.191, -1.858], [-1.774, -1.698, -0.597], [-2.387, -2.367, 2.493], [-2.244, 0.019, 4.643], [-1.185, -0.382, 6.832], [1.165, -1.129, 6.957], [2.472, -1.495, 4.893], [1.425, -1.118, 2.689], [-4.221, -0.286, 1.952], [-5.788, 1.612, 2.140], [-4.927, 3.916, 2.348], [-2.488, 4.334, 2.370], [-0.911, 2.451, 2.190], [-3.318, -4.128, 1.127], [-3.604, -5.017, -1.162], [-2.712, -3.719, -3.114], [-1.501, -1.605, -2.657], [1.353, 4.129, 0.339], [1.873, 2.999, -0.510], [2.828, 3.221, -1.495], [3.355, 2.160, -2.227], [4.439, 2.396, -3.244], [2.885, 0.866, -2.014], [1.908, 0.610, -1.059], [1.452, 1.693, -0.294], [1.278, -0.638, -0.817], [2.032, -1.915, -0.758], [2.372, -2.498, -2.139], [3.113, -3.834, -1.979], [4.397, -3.604, -1.174], [4.046, -3.071, 0.219], [3.148, -4.073, 0.949], [1.869, -4.289, 0.136], [2.228, -4.844, -1.245], [1.143, -2.954, -0.055], [3.308, -1.737, 0.074], [2.106, 4.459, 1.056], [0.466, 3.833, 0.903], [1.098, 4.995, -0.274], [3.192, 4.227, -1.672], [4.450, 3.431, -3.581], [4.316, 1.751, -4.114], [5.417, 2.179, -2.810], [3.281, 0.072, -2.630], [0.832, 1.513, 0.592], [2.997, -1.817, -2.716], [1.442, -2.636, -2.702], [3.362, -4.218, -2.970], [5.041, -2.889, -1.693], [4.958, -4.538, -1.089], [4.960, -2.912, 0.794], [2.908, -3.706, 1.953], [3.669, -5.026, 1.071], [1.207, -4.984, 0.659], [1.321, -5.051, -1.824], [2.761, -5.791, -1.132], [0.821, -2.560, 0.921], [0.255, -3.136, -0.669], [3.966, -1.003, -0.396], [3.035, -1.336, 1.058], [-1.413, 1.081, -1.099], [-1.991, 2.062, -1.327], [-2.597, 3.159, -1.592], [-1.840, 4.390, -1.943], [-2.502, 5.018, -3.154], [-3.880, 5.223, -2.916], [-4.568, 4.004, -2.732], [-4.073, 3.298, -1.485], [-0.803, 4.122, -2.146], [-1.882, 5.062, -1.085], [-2.355, 4.386, -4.037], [-2.058, 5.993, -3.342], [-4.447, 3.360, -3.611], [-5.623, 4.242, -2.615], [-4.516, 2.310, -1.373], [-4.285, 3.893, -0.595]], "lumo_energy_ev": -5.47, "energy_ev": -67618.5597, "fmax_ha_per_bohr": 0.009, "total_charge": 2, "relative_energy_kj_mol": 0.0, "homo_lumo_gap_ev": 7.288}

> What is the formula in the second record?

C40H46N4O2SSeTi